{"formula": "C5H13N2", "method": "ωB97M-V with the def2-TZVPD basis set", "gap_ev": [12.04, 5.89], "total_charge": 2, "spin_multiplicity": 2, "e_lumo_ha": [-0.2855, -0.5102], "symbols": ["C", "C", "C", "C", "N", "C", "N", "H", "H", "H", "H", "H", "H", "H", "H", "H", "H", "H", "H", "H"], "positions_angstrom": [[-2.294895, 0.144656, 0.553205], [-1.520703, -1.094035, 0.325510], [-0.089073, -0.953781, 1.225443], [0.792436, 0.134059, 0.736806], [1.347082, 1.546134, -1.867699], [1.980775, 0.496995, -1.400955], [1.613922, -0.310161, -0.417347], [-1.765175, 1.023603, 0.246101], [-3.223961, -0.021746, -0.012052], [-2.648208, 0.233075, 1.568334], [-2.114799, -1.931077, 0.681820], [-1.178072, -1.230646, -0.697269], [-0.426113, -0.724436, 2.244769], [0.277813, -1.972714, 1.256974], [1.462288, 0.453871, 1.543268], [0.304337, 1.059691, 0.439681], [0.680929, 2.171601, -1.434771], [1.584237, 1.723372, -2.840053], [2.885477, 0.244838, -1.951779], [2.331705, -0.993299, -0.199985]], "forces_ev_per_a": [[1.4, -0.2, 0.6], [-2.2, -0.1, -0.7], [0.2, 1.1, 1.9], [0.6, -0.5, -1.4], [0.6, -0.3, -0.5], [-0.5, 0.0, -0.4], [0.8, 1.0, 0.9], [-0.2, 0.6, -0.2], [-0.5, -0.2, -0.4], [-0.4, 0.3, 0.5], [0.6, -0.5, 0.1], [0.7, -0.3, -0.1], [-0.3, 0.1, -0.3], [0.1, -0.5, -0.7], [0.1, -0.2, 0.3], [-0.4, -0.1, 0.2], [-0.2, -0.4, 0.1], [0.1, 0.8, 0.3], [-0.3, -0.5, -0.1], [-0.1, -0.2, 0.1]]}

---

{"formula": "C3H3ClF2", "method": "ωB97M-V with the def2-TZVPD basis set", "gap_ev": 11.24, "e_lumo_ha": 0.0351, "symbols": ["C", "C", "C", "F", "F", "Cl", "H", "H", "H"], "positions_angstrom": [[0.477090, -0.078030, 0.613124], [1.535626, -0.320329, -0.134115], [-1.270543, 0.411309, -0.208130], [2.729168, -0.747740, 0.250049], [-1.519305, 1.604131, 0.148939], [-2.507453, -0.723730, 0.213171], [0.314256, -0.187295, 1.732176], [1.431163, -0.309393, -1.232029], [-1.190000, 0.351081, -1.383184]], "forces_ev_per_a": [[-3.7, 0.5, 0.4], [-1.6, -0.1, -1.5], [4.9, -3.5, -2.6], [0.4, 0.0, 0.6], [-0.8, 2.9, 1.2], [-0.3, -0.3, 0.6], [0.5, 0.2, -1.6], [0.3, 0.2, 0.5], [0.3, 0.1, 2.3]]}

---

{"formula": "C8H9AuN3O6", "method": "ωB97M-V with the def2-TZVPD basis set", "gap_ev": 8.43, "total_charge": -1, "e_lumo_ha": 0.1064, "symbols": ["Au", "C", "C", "N", "C", "C", "N", "C", "O", "O", "C", "O", "O", "H", "H", "H", "H", "H", "N", "C", "C", "O", "O", "H", "H", "H", "H"], "positions_angstrom": [[-1.341747, -0.179142, -0.047398], [1.524331, -1.875048, -0.107690], [1.615910, -0.391237, -0.078469], [0.603104, 0.461763, -0.054294], [1.133057, 1.743334, -0.032484], [2.497208, 1.643551, -0.047506], [2.765329, 0.303658, -0.074888], [3.684247, 2.590067, -0.042314], [3.416076, 3.819518, -0.018427], [4.784966, 2.026617, -0.065164], [0.275401, 2.967727, 0.000270], [0.923473, 4.108018, 0.017625], [-0.933034, 2.898018, 0.009893], [0.481990, -2.196025, -0.092611], [2.033041, -2.305648, 0.756440], [1.997548, -2.268161, -1.009189], [3.719484, -0.025410, -0.088711], [1.954410, 3.995478, 0.012498], [-3.409023, -0.660973, -0.200881], [-3.805559, -1.946725, 0.421827], [-2.816557, -3.103719, 0.112207], [-3.325044, -4.229244, 0.059911], [-1.616739, -2.755600, -0.019700], [-3.947553, 0.108888, 0.177214], [-3.600207, -0.690369, -1.196693], [-4.805868, -2.243075, 0.106413], [-3.808254, -1.796250, 1.502119]], "forces_ev_per_a": [[-0.2, 0.3, -0.2], [0.0, 0.0, 0.0], [0.0, 0.0, 0.0], [0.1, -0.1, 0.1], [0.0, 0.0, 0.0], [0.1, -0.1, 0.0], [0.0, 0.0, 0.0], [0.1, 0.0, 0.0], [-0.1, -0.1, 0.0], [-0.1, 0.0, 0.0], [0.0, 0.0, 0.0], [-0.1, 0.0, 0.0], [-0.1, 0.0, 0.0], [0.0, 0.0, 0.0], [0.0, 0.0, 0.0], [0.0, 0.0, 0.0], [0.0, 0.0, 0.0], [0.1, 0.1, 0.0], [0.2, 0.0, 0.1], [-0.1, 0.0, 0.0], [0.1, 0.0, 0.0], [0.0, 0.1, 0.1], [0.0, -0.3, -0.1], [0.0, 0.0, 0.0], [0.0, 0.0, 0.0], [0.0, 0.0, 0.0], [0.0, 0.0, 0.0]]}

---

{"formula": "C4H6N2O", "method": "ωB97M-V with the def2-TZVPD basis set", "gap_ev": [6.97, 8.35], "e_lumo_ha": [-0.0198, -0.0194], "smiles": "Cc1cnc(O)[nH]1", "symbols": ["C", "C", "C", "N", "C", "O", "N", "H", "H", "H", "H", "H", "H"], "positions_angstrom": [[1.221618, 0.408562, 1.232529], [0.312566, 0.283934, 0.071498], [0.573362, -0.109039, -1.280776], [-0.558748, -0.187105, -1.950984], [-1.558016, 0.062437, -1.010352], [-1.723621, -1.313103, -0.106948], [-0.931431, 0.815620, 0.030185], [0.736111, 0.877504, 2.091033], [2.078874, 1.028384, 0.971815], [1.586890, -0.580022, 1.515518], [1.539325, -0.271354, -1.732457], [-1.836482, -2.071093, -0.697905], [-1.440448, 1.055277, 0.866843]], "forces_ev_per_a": [[0.2, 0.3, -0.1], [1.2, 1.6, -0.7], [-0.4, 0.3, 0.7], [-0.3, -1.0, 0.0], [0.8, -1.9, 1.8], [-0.8, 2.0, -1.9], [-0.6, -0.9, 0.4], [-0.1, -0.2, -0.1], [0.2, 0.0, 0.0], [0.0, 0.1, 0.1], [0.0, -0.1, 0.0], [-0.2, 0.3, -0.2], [0.0, -0.4, 0.0]]}

---

{"formula": "C12H9BrF3InNO5STe", "method": "ωB97M-V with the def2-TZVPD basis set", "gap_ev": 4.56, "total_charge": -1, "e_lumo_ha": 0.0556, "symbols": ["In", "O", "C", "C", "C", "N", "C", "Br", "C", "H", "H", "H", "H", "F", "C", "F", "F", "S", "O", "O", "O", "Te", "C", "C", "C", "C", "C", "C", "H", "H", "H", "H", "H", "O"], "positions_angstrom": [[-2.259694, -0.529085, 0.067459], [-1.869294, 5.542515, 0.067459], [-1.757994, 4.183515, 0.067459], [-0.522094, 3.556115, 0.067459], [-0.513694, 2.171715, 0.067459], [-1.630094, 1.411715, 0.067459], [-2.803394, 2.061615, 0.067459], [-4.325394, 0.973515, 0.067459], [-2.926394, 3.438815, 0.067459], [-0.981194, 5.937215, 0.067459], [0.409906, 4.106815, 0.067459], [0.420806, 1.617115, 0.067459], [-3.894394, 3.924715, 0.067459], [-2.078294, -3.345485, -1.956041], [-2.348394, -4.197885, -0.903141], [-1.157294, -4.613285, -0.339041], [-3.042394, -5.296085, -1.374441], [-3.345494, -3.325885, 0.346559], [-2.716194, -3.333585, 1.748959], [-4.639694, -4.105685, 0.624359], [-3.894794, -1.717585, 0.067459], [0.532706, -0.529085, 0.067459], [2.651106, -0.523285, 0.069059], [3.351806, -0.187785, -1.095441], [4.750706, -0.184085, -1.093841], [5.450106, -0.515585, 0.071159], [4.750706, -0.850885, 1.235259], [3.351906, -0.854885, 1.234559], [2.814206, 0.069315, -1.998841], [5.292006, 0.075415, -1.994441], [6.532406, -0.512585, 0.072059], [5.292106, -1.107385, 2.136659], [2.814406, -1.114985, 2.137259], [-1.708694, -2.224985, 0.067459]], "forces_ev_per_a": [[0.3, -0.5, 0.0], [0.2, -0.4, 0.0], [0.3, 1.1, 0.0], [-0.7, -0.8, 0.0], [-0.3, 1.5, 0.0], [-1.0, 3.4, 0.1], [0.5, 1.9, 0.0], [-1.6, 1.1, 0.0], [-0.4, -0.2, 0.0], [-0.4, -0.2, 0.0], [0.0, 0.0, 0.0], [0.0, 0.0, 0.0], [0.1, -0.1, 0.0], [-0.6, -2.2, 0.5], [1.3, -0.4, -1.3], [-2.3, 0.2, -1.4], [1.3, 1.4, 0.3], [-2.0, 3.2, 8.8], [-1.1, -1.0, -2.4], [2.6, 1.5, -3.1], [-2.8, -3.1, -0.6], [3.5, -2.6, 0.0], [-0.5, 0.4, 0.0], [0.8, -0.1, 0.3], [-0.4, -0.2, 0.5], [-0.2, 0.0, 0.0], [-0.4, 0.1, -0.5], [0.7, 0.1, -0.3], [-0.1, 0.0, 0.0], [0.0, 0.0, -0.1], [0.0, 0.0, 0.0], [0.0, 0.0, 0.0], [-0.1, 0.0, 0.0], [3.2, -3.9, -0.9]]}

---

{"formula": "C40H52N10", "method": "ωB97M-V with the def2-TZVPD basis set", "gap_ev": 7.96, "e_lumo_ha": 0.0087, "smiles": "c1cc[nH]c1.c1cc[nH]c1.c1cc[nH]c1.c1cc[nH]c1.c1cc[nH]c1.c1cc[nH]c1.c1cc[nH]c1.c1cc[nH]c1.c1cc[nH]c1.CCCC#N", "symbols": ["C", "C", "C", "N", "C", "H", "H", "H", "H", "H", "C", "C", "C", "N", "C", "H", "H", "H", "H", "H", "C", "C", "C", "N", "C", "H", "H", "H", "H", "H", "C", "C", "C", "N", "C", "H", "H", "H", "H", "H", "C", "C", "C", "N", "C", "H", "H", "H", "H", "H", "C", "C", "C", "N", "C", "H", "H", "H", "H", "H", "C", "C", "C", "N", "C", "H", "H", "H", "H", "H", "C", "C", "C", "N", "C", "H", "H", "H", "H", "H", "C", "C", "C", "N", "C", "H", "H", "H", "H", "H", "C", "C", "C", "C", "N", "H", "H", "H", "H", "H", "H", "H"], "positions_angstrom": [[2.608951, 0.830233, -5.268733], [2.677062, 2.186645, -4.850436], [1.396427, 2.651668, -4.810276], [0.554085, 1.621492, -5.137270], [1.287664, 0.489583, -5.360954], [3.438096, 0.163492, -5.438563], [3.578087, 2.765107, -4.737212], [1.013245, 3.642743, -4.630582], [-0.433599, 1.772783, -5.240032], [0.804515, -0.427453, -5.652766], [-4.930910, 3.290817, -0.404624], [-3.940837, 2.260570, -0.300777], [-2.729937, 2.890902, -0.259017], [-2.941790, 4.235192, -0.252456], [-4.292828, 4.495509, -0.364693], [-5.994962, 3.121510, -0.392425], [-4.207308, 1.219593, -0.209399], [-1.741831, 2.452723, -0.252269], [-2.220350, 4.932633, -0.229253], [-4.591624, 5.528088, -0.419831], [1.118406, 0.039087, -0.282719], [-0.272723, -0.247496, -0.176409], [-0.847463, 0.168831, -1.363783], [0.094771, 0.832752, -2.087936], [1.325118, 0.691637, -1.476058], [1.882573, -0.160916, 0.453094], [-0.818083, -0.811954, 0.563107], [-1.911651, 0.213539, -1.538705], [-0.017958, 1.397511, -2.912066], [2.223871, 1.050139, -1.948810], [1.948343, 5.934140, 0.640170], [2.733954, 4.869009, 0.115527], [1.919037, 4.078903, -0.639968], [0.652370, 4.591984, -0.555047], [0.668811, 5.718708, 0.218792], [2.270021, 6.741927, 1.273970], [3.786761, 4.677232, 0.244439], [2.171817, 3.192083, -1.194064], [-0.184513, 4.225063, -0.972157], [-0.194454, 6.354677, 0.337037], [3.146506, -3.126672, 3.423664], [2.073866, -2.307930, 2.975110], [1.446066, -2.979563, 1.967342], [2.094823, -4.160983, 1.777218], [3.124859, -4.267857, 2.665374], [3.818144, -2.961971, 4.249788], [1.797700, -1.341475, 3.368074], [0.588226, -2.702298, 1.382838], [1.821791, -4.867047, 1.111392], [3.839234, -5.072197, 2.614368], [-1.812264, -2.118901, 3.710189], [-2.335121, -0.803021, 3.711802], [-2.952140, -0.607056, 4.927435], [-2.753185, -1.741316, 5.666446], [-2.067643, -2.673387, 4.937160], [-1.350943, -2.670298, 2.905605], [-2.257378, -0.043224, 2.949248], [-3.416391, 0.248596, 5.385937], [-3.174844, -1.897385, 6.563900], [-1.918172, -3.672551, 5.305299], [5.098552, -2.646198, -2.759636], [4.084657, -1.769695, -2.287156], [3.051374, -1.793853, -3.200804], [3.463882, -2.584869, -4.240254], [4.667042, -3.177172, -3.951330], [6.004640, -2.893119, -2.232433], [4.195971, -1.106453, -1.444767], [2.123439, -1.253222, -3.166004], [2.844695, -2.797427, -5.002350], [5.063931, -3.933774, -4.604237], [0.386842, -5.600335, -0.865280], [-0.307091, -4.366195, -0.918341], [0.583466, -3.402251, -1.321257], [1.752396, -4.027389, -1.612648], [1.650044, -5.368928, -1.354219], [-0.044074, -6.559243, -0.624078], [-1.350424, -4.198659, -0.703753], [0.374256, -2.370082, -1.541384], [2.613806, -3.657625, -1.981915], [2.474641, -6.035705, -1.538230], [-4.693180, -1.291200, -1.514643], [-3.666694, -1.693522, -0.611979], [-4.178065, -1.725059, 0.660656], [-5.485509, -1.309305, 0.572076], [-5.807069, -1.046001, -0.734654], [-4.659854, -0.959941, -2.539373], [-2.673678, -1.978266, -0.924821], [-3.710671, -1.990649, 1.592415], [-6.141994, -1.215401, 1.325218], [-6.780789, -0.646379, -0.964107], [1.216732, 1.666024, 3.940974], [0.422232, 2.297664, 2.784846], [-0.578146, 3.356063, 3.222108], [-1.393045, 2.954339, 4.360944], [-2.005935, 2.676981, 5.289159], [2.143220, 1.227852, 3.576415], [0.618181, 0.842716, 4.333475], [1.383497, 2.404585, 4.723188], [-0.133658, 1.483489, 2.300018], [1.028154, 2.648274, 1.947419], [-1.199837, 3.672463, 2.386817], [-0.030219, 4.253357, 3.538936]], "forces_ev_per_a": [[0.1, -0.3, 0.5], [0.3, -0.1, -0.6], [-0.1, 0.3, 0.0], [-0.1, 0.6, 0.4], [-0.1, 0.0, -0.7], [0.0, 0.0, 0.1], [0.0, 0.0, 0.2], [0.0, 0.0, 0.1], [0.0, -0.4, -0.1], [0.0, 0.0, 0.0], [-0.1, -0.3, 0.4], [-0.8, 0.5, -0.1], [0.4, -0.7, 0.2], [-0.2, 0.2, -0.4], [0.8, 0.2, 0.0], [0.0, 0.1, -0.2], [0.5, -0.1, -0.2], [0.0, 0.1, 0.2], [-0.1, 0.0, 0.0], [-0.4, -0.1, 0.1], [0.2, 0.2, 0.2], [0.2, -0.3, -1.1], [-0.6, 0.7, 1.3], [0.8, -0.3, -0.2], [-0.6, 0.0, 0.4], [0.0, -0.2, -0.1], [0.2, 0.1, 0.2], [0.1, 0.0, -0.5], [-0.2, -0.3, -0.1], [0.0, 0.1, 0.0], [0.2, -0.3, 0.2], [0.3, 0.1, 0.0], [0.0, -0.2, 0.1], [-0.3, 0.1, -0.2], [-0.1, 0.4, -0.1], [0.1, 0.0, 0.0], [0.0, 0.2, 0.1], [-0.3, 0.0, 0.0], [0.2, -0.2, -0.2], [-0.1, -0.2, 0.1], [-0.1, -0.2, 0.1], [0.2, 0.2, 0.4], [-0.2, 0.1, -0.1], [-0.1, -0.3, -0.1], [0.3, 0.2, -0.2], [0.1, 0.2, -0.1], [-0.1, -0.1, 0.0], [0.0, -0.1, -0.1], [0.0, 0.1, -0.1], [-0.2, -0.2, 0.1], [0.2, -0.5, -0.1], [-0.3, 0.4, 0.2], [0.5, -0.2, 0.1], [-0.3, 0.0, 0.1], [-0.5, 0.1, -0.1], [0.2, 0.2, 0.0], [0.0, -0.1, -0.1], [0.0, 0.1, -0.2], [0.1, 0.0, 0.0], [0.1, 0.0, 0.0], [-0.1, -0.3, 0.0], [0.0, 0.2, -0.3], [1.2, 0.5, 0.3], [-1.0, -0.2, 0.3], [-0.1, 0.3, 0.0], [0.1, 0.0, -0.1], [-0.3, -0.2, 0.2], [-0.1, 0.0, -0.3], [0.2, -0.3, -0.1], [0.2, 0.1, 0.0], [-0.2, -0.3, -0.5], [-0.1, 0.2, 0.4], [-0.5, -0.2, -0.7], [0.7, -0.9, -0.1], [-0.2, 0.2, 0.3], [0.1, 0.0, 0.1], [0.0, 0.0, 0.2], [0.3, 0.1, 0.1], [-0.2, 0.6, 0.2], [0.0, 0.0, 0.0], [-0.8, 0.8, 0.9], [0.2, -0.3, -0.6], [-0.2, 0.2, -0.4], [0.1, -0.1, -0.2], [0.4, 0.0, 0.2], [0.3, -0.5, -0.2], [0.1, 0.0, 0.2], [-0.1, 0.0, 0.1], [0.2, -0.1, 0.2], [0.0, -0.1, -0.2], [-0.5, 0.1, -0.6], [-0.3, -1.2, -0.5], [0.7, 0.6, -0.1], [-0.1, 0.0, -0.1], [-0.2, -0.1, 0.1], [0.2, 0.2, 0.1], [0.0, 0.1, 0.3], [0.3, -0.1, 0.1], [-0.1, 0.1, 0.1], [0.2, 0.5, 0.3], [-0.2, -0.1, 0.0], [-0.1, -0.1, 0.0]]}

---

Largest force on an atom for the records above, in order: 2.33; 6.57; 0.42; 2.91; 9.53; 1.61 eV/Å
Energy relative to the best compared isomer or geometry (same formula, charge and spin) for the records above, in order: 299.04; 241.26; 0.00; 473.05; 786.95; 0.00 kJ/mol